{"formula": "C3H6N2O", "method": "wB97M-V/def2-TZVPD", "lumo_ha": [-0.0236, -0.0235], "e_above_lowest_ev": 6.939, "mol_weight_g_mol": 86.09, "charge": 0, "spin_multiplicity": 1, "total_energy_ha": -302.43808, "orbital_gap_ha": [0.3175, 0.3175], "species": ["O", "N", "C", "C", "N", "C", "H", "H", "H", "H", "H", "H"], "positions_angstrom": [[-1.447, 1.863, 0.992], [-1.396, 0.583, 0.959], [-0.106, 0.332, 0.608], [0.478, -1.069, 0.573], [0.765, -0.950, -0.880], [0.215, 0.416, -0.934], [-0.154, 1.756, 0.855], [-0.247, -1.844, 0.849], [1.390, -1.206, 1.164], [0.207, -1.598, -1.426], [-0.675, 0.558, -1.558], [0.970, 1.160, -1.202]], "forces_ev_per_a": [[0.1, 0.1, 0.0], [0.4, 0.0, -0.1], [-0.2, -0.3, 0.1], [0.0, -0.1, 0.3], [-0.1, -0.2, -0.1], [0.0, 0.3, -0.2], [-0.3, 0.1, 0.0], [0.1, 0.1, 0.0], [-0.1, 0.0, -0.1], [0.1, 0.1, 0.1], [0.1, 0.0, 0.1], [-0.1, -0.1, 0.0]], "nbo_charge": [-0.397, 0.121, -0.219, -0.236, -0.613, -0.186, 0.375, 0.200, 0.201, 0.360, 0.198, 0.196]}

{"formula": "C16H47N4O5", "method": "wB97M-V/def2-TZVPD", "lumo_ha": -0.0777, "e_above_lowest_ev": 5.017, "mol_weight_g_mol": 375.58, "charge": 1, "spin_multiplicity": 1, "total_energy_ha": -1232.59919, "orbital_gap_ha": 0.3344, "species": ["O", "H", "H", "H", "C", "C", "C", "O", "C", "N", "H", "H", "H", "H", "H", "H", "H", "H", "H", "H", "H", "C", "C", "C", "O", "C", "N", "H", "H", "H", "H", "H", "H", "H", "H", "H", "H", "H", "C", "C", "C", "O", "C", "N", "H", "H", "H", "H", "H", "H", "H", "H", "H", "H", "H", "C", "C", "C", "O", "C", "N", "H", "H", "H", "H", "H", "H", "H", "H", "H", "H", "H"], "positions_angstrom": [[2.941, 8.934, 2.361], [3.373, 8.900, 3.218], [2.192, 9.533, 2.327], [2.679, 8.024, 2.203], [5.402, 7.331, -0.341], [4.087, 6.770, -0.725], [4.015, 5.214, -1.135], [4.883, 4.449, -0.278], [4.910, 3.123, -0.693], [3.264, 6.849, 0.578], [6.101, 7.234, -1.172], [5.832, 6.833, 0.527], [5.210, 8.372, -0.081], [3.584, 7.252, -1.563], [4.443, 5.174, -2.136], [2.997, 4.851, -1.275], [3.874, 2.788, -0.728], [5.313, 2.456, 0.069], [5.332, 2.881, -1.668], [2.390, 6.404, 0.338], [3.609, 6.064, 1.111], [4.581, 6.805, 5.310], [3.642, 7.966, 5.627], [4.131, 9.404, 5.383], [4.742, 9.595, 4.079], [6.089, 9.918, 4.061], [2.427, 7.824, 4.807], [4.047, 5.882, 5.534], [5.400, 6.818, 6.030], [5.169, 6.860, 4.393], [3.286, 7.959, 6.657], [4.798, 9.663, 6.205], [3.351, 10.164, 5.348], [6.609, 9.117, 4.586], [5.961, 10.853, 4.607], [6.649, 10.091, 3.142], [1.604, 8.150, 5.294], [2.436, 6.819, 4.711], [-0.722, 2.884, 1.288], [0.345, 3.896, 0.777], [-0.359, 5.240, 0.253], [0.646, 6.057, -0.249], [0.407, 7.520, -0.489], [1.105, 4.087, 1.907], [-1.436, 3.307, 1.995], [-0.263, 1.999, 1.729], [-1.142, 2.507, 0.355], [0.956, 3.501, -0.035], [-0.801, 5.712, 1.130], [-1.195, 4.929, -0.374], [0.262, 7.945, 0.504], [-0.421, 7.749, -1.160], [1.312, 7.902, -0.962], [0.955, 4.896, 2.493], [0.780, 3.243, 2.356], [0.034, 12.611, 1.831], [1.253, 11.587, 1.619], [2.626, 12.353, 1.585], [3.414, 11.405, 0.972], [4.811, 11.620, 1.120], [1.212, 10.789, 2.885], [0.384, 13.115, 2.732], [-0.965, 12.185, 1.927], [0.039, 13.365, 1.045], [0.996, 10.918, 0.798], [2.923, 12.601, 2.604], [2.640, 13.332, 1.106], [5.089, 11.732, 2.168], [5.166, 12.488, 0.565], [5.350, 10.781, 0.679], [1.421, 11.376, 3.680], [0.328, 10.309, 2.969]], "forces_ev_per_a": [[1.5, -1.4, -1.7], [0.7, 0.7, 1.1], [-1.4, 1.9, 1.0], [0.0, -1.0, -1.2], [0.7, 0.2, -0.7], [-2.1, -3.1, 1.9], [2.4, 1.9, -0.4], [-0.6, 1.1, -0.4], [-1.3, -1.5, 0.5], [-0.2, -0.3, -1.0], [0.2, 0.3, 0.1], [-0.1, -0.1, -0.1], [0.4, 0.1, -0.1], [0.0, 0.5, 0.3], [0.2, -0.1, -0.4], [-0.2, -0.1, 0.8], [-0.4, -0.3, -0.3], [0.6, 0.4, 0.1], [0.4, 0.5, -0.1], [-0.7, 0.2, -0.2], [0.8, -0.2, 0.5], [0.9, 0.9, 1.4], [-0.8, 1.6, -0.6], [1.4, 0.1, -0.3], [-2.5, -1.9, -1.0], [0.7, 0.6, 1.9], [0.7, -1.0, -0.5], [0.2, -0.2, -0.6], [0.0, 0.0, 0.4], [-0.9, -0.2, -0.5], [0.7, -0.3, 0.4], [0.4, 0.3, -0.2], [-0.5, -0.4, 0.5], [0.5, 0.4, 0.4], [1.9, 0.4, 0.3], [-1.1, -0.2, -0.5], [-0.1, -0.2, 0.1], [-1.3, -0.2, -0.3], [-0.2, -0.2, -2.9], [-3.4, 1.4, -1.5], [0.3, -1.8, 1.6], [0.1, 1.9, -1.7], [0.1, -2.0, 0.5], [2.8, 0.0, 2.5], [0.0, 0.1, -0.3], [0.3, 0.1, 0.1], [-1.1, -0.3, 0.3], [-0.2, -0.2, -0.3], [-0.3, 0.1, 0.3], [0.2, 0.4, -0.8], [-0.1, 0.4, -0.1], [-0.2, -0.4, 0.2], [0.0, -0.2, 0.3], [-0.4, 0.0, -0.2], [1.5, 0.6, 1.8], [2.2, 0.1, -0.8], [-2.7, 2.4, 2.1], [-1.9, -1.0, -0.3], [1.8, -0.3, -0.3], [0.2, -0.1, -0.4], [0.9, -0.9, -1.4], [-0.7, 0.3, 0.2], [0.3, -0.2, 0.1], [-0.2, 0.0, -0.1], [0.8, 0.2, -0.2], [0.2, -0.4, 0.5], [-0.4, 0.0, -0.6], [0.0, 0.0, 0.1], [-0.2, 0.4, 0.0], [-0.3, -0.2, 0.2], [-0.3, -0.1, 0.1], [-0.2, 0.3, 0.3]], "mulliken_charge": [0.317, 0.389, 0.408, 0.398, -1.273, 0.127, -0.919, -0.300, -0.777, 0.087, 0.466, 0.280, 0.059, 0.482, 0.535, 0.392, 0.250, 0.301, 0.313, -0.135, 0.361, -1.588, 0.507, -1.113, -0.512, -1.005, -0.502, 0.526, 0.422, 0.261, 0.440, 0.677, 0.188, 0.333, 0.451, 0.236, 0.213, 0.127, -1.721, 0.427, -0.878, -0.299, -0.860, -0.442, 0.354, 0.531, 0.452, 0.156, 0.400, 0.348, 0.270, 0.419, 0.201, 0.164, 0.269, -1.406, -0.062, -0.611, -0.234, -0.661, -0.780, 0.364, 0.367, 0.412, 0.326, 0.357, 0.502, 0.242, 0.383, 0.107, 0.261, 0.216]}

{"formula": "C2H8O4", "method": "wB97M-V/def2-TZVPD", "lumo_ha": 0.0215, "e_above_lowest_ev": 0.640, "mol_weight_g_mol": 96.08, "charge": 0, "spin_multiplicity": 1, "total_energy_ha": -381.97442, "orbital_gap_ha": 0.3973, "species": ["H", "O", "O", "H", "H", "C", "O", "C", "H", "H", "H", "O", "H", "H"], "positions_angstrom": [[0.221, -1.070, 1.220], [1.159, -1.644, 0.568], [-0.785, -0.492, 1.269], [0.636, -2.383, 0.208], [1.225, -1.035, -0.195], [-0.625, 0.564, 0.516], [0.202, 0.657, -0.387], [-1.580, 1.701, 0.849], [-2.332, 1.760, 0.066], [-2.097, 1.529, 1.788], [-0.946, 2.581, 0.930], [1.361, -0.951, -2.279], [1.312, -0.023, -1.993], [2.249, -1.193, -2.559]], "forces_ev_per_a": [[-1.8, 0.8, -0.5], [0.7, -1.3, -0.1], [1.2, -0.2, 0.6], [0.4, 0.1, 0.0], [0.0, 0.2, -0.2], [-0.8, 0.1, 0.2], [0.0, 0.2, 0.2], [0.4, -0.5, 0.0], [0.1, 0.4, -0.2], [0.1, -0.1, 0.1], [-0.4, 0.3, -0.3], [-0.2, -0.2, 0.2], [0.2, -0.3, -0.2], [0.0, 0.5, 0.0]], "nbo_charge": [0.494, -0.885, -0.728, 0.499, 0.536, 0.817, -0.722, -0.720, 0.236, 0.228, 0.233, -0.972, 0.506, 0.476]}